[1]
Here is a cluster of 11 separate species, C4H20BO18 in total at a distorted geometry from the Open Molecules 2025 dataset. Energies are from ωB97M-V/def2-TZVPD.

Geometry (Å):
O  -7.74  -2.41  5.07
C  -7.19  -1.32  5.30
O  -7.35  -0.21  4.60
B  -6.40  0.83  5.09
O  -5.67  0.17  6.21
C  -6.07  -1.07  6.34
O  -5.52  -1.85  7.04
O  -7.06  2.13  5.44
C  -6.49  3.08  4.62
O  -6.56  4.31  4.74
C  -5.51  2.42  3.68
O  -5.46  1.10  3.96
O  -4.75  3.00  2.87
O  -9.83  3.70  5.69
H  -9.98  3.95  6.60
H  -9.15  3.03  5.73
O  -2.93  -1.66  8.63
H  -3.16  -0.85  9.09
H  -3.58  -1.73  7.93
O  -5.35  3.23  7.84
H  -5.52  2.59  7.15
H  -5.00  3.99  7.38
O  -8.08  0.74  1.19
H  -8.37  0.15  1.89
H  -8.41  1.60  1.45
O  -8.50  -3.79  7.75
H  -7.74  -3.24  7.59
H  -8.20  -4.69  7.58
O  -7.71  -4.27  3.19
H  -7.43  -3.44  3.57
H  -6.90  -4.69  2.91
O  -6.53  3.38  0.48
H  -6.04  3.23  -0.33
H  -6.02  2.93  1.15
O  -2.97  -0.75  4.43
H  -3.33  0.13  4.34
H  -2.23  -0.64  5.02
O  -3.79  -3.34  5.23
H  -3.66  -2.56  4.70
H  -4.42  -3.08  5.90
O  -7.60  6.97  4.88
H  -6.94  6.29  5.04
H  -8.15  6.95  5.66

Values from the calculation:
E   -1543.9316 Eh
Relative energy (zero: lowest compared OMol25 entry of this formula, charge and spin)   120.6 kJ/mol
Gap between HOMO and LUMO   10.061 eV
Max |F|   0.09056 Eh/bohr
Net charge   -1

[2]
Here is a structure of composition C23H22AuN6O3S2 from the Open Molecules 2025 dataset. Energies are from ωB97M-V/def2-TZVPD.

Geometry (Å):
Au  -0.23  -0.48  -0.76
N  -0.28  -5.56  1.82
C  -0.97  -4.62  1.12
C  -1.54  -3.52  1.79
C  -2.24  -2.56  1.08
C  -2.36  -2.67  -0.30
C  -1.80  -3.75  -0.97
C  -1.11  -4.72  -0.27
S  -3.25  -1.45  -1.18
O  -4.40  -1.09  -0.43
O  -3.34  -1.85  -2.56
N  -2.15  -0.14  -1.06
C  -2.42  1.03  -1.76
N  -1.41  1.90  -1.85
C  -1.69  3.05  -2.46
C  -2.94  3.34  -2.97
C  -3.90  2.34  -2.84
N  -3.65  1.19  -2.24
H  -0.30  -5.57  2.83
H  0.02  -6.41  1.37
H  -1.45  -3.44  2.86
H  -2.71  -1.73  1.59
H  -1.92  -3.84  -2.04
H  -0.69  -5.57  -0.79
H  -0.88  3.76  -2.54
H  -3.16  4.28  -3.46
H  -4.90  2.47  -3.23
C  3.14  -0.08  0.94
C  3.01  -0.36  -0.52
C  4.11  -0.31  -1.37
C  3.92  -0.61  -2.71
N  2.73  -0.93  -3.22
C  1.75  -0.98  -2.36
S  0.10  -1.33  -2.82
N  1.82  -0.73  -1.02
H  4.13  -0.34  1.29
H  2.40  -0.65  1.50
H  2.98  0.98  1.13
H  5.09  -0.07  -0.99
H  4.75  -0.58  -3.41
C  -0.71  0.96  3.46
C  -0.20  1.08  2.06
O  -0.61  0.26  1.23
C  0.76  2.14  1.71
C  1.55  2.72  2.70
C  2.46  3.71  2.37
C  2.55  4.15  1.06
C  1.75  3.60  0.07
C  0.85  2.59  0.39
H  -1.55  0.27  3.48
H  -1.00  1.93  3.85
H  0.09  0.57  4.10
H  1.48  2.39  3.73
H  3.09  4.15  3.14
H  3.25  4.94  0.80
H  1.81  3.96  -0.95
H  0.20  2.19  -0.37

Values from the calculation:
E   -2375.7507 Eh
Relative energy (zero: lowest compared OMol25 entry of this formula, charge and spin)   0.0 kJ/mol
Gap between HOMO and LUMO   6.379 eV
Max |F|   0.01412 Eh/bohr
Net charge   +1

[3]
Here is a structure of composition C5H9N4S3 at a distorted geometry from the Open Molecules 2025 dataset. Energies are from ωB97M-V/def2-TZVPD.

Geometry (Å):
C  0.82  0.64  2.51
C  1.51  -2.50  -2.31
C  0.66  -0.59  0.69
C  -1.05  -2.04  -3.34
C  -1.70  2.51  -0.09
N  -0.05  1.23  1.70
N  0.03  0.57  0.52
N  1.21  -0.53  1.94
N  1.23  1.06  3.66
S  1.74  -1.98  -0.83
S  0.63  -2.78  -3.66
S  -1.13  0.85  -0.74
H  -1.00  -0.99  -3.07
H  -1.39  -2.73  -2.64
H  -1.48  -2.16  -4.31
H  -1.85  2.33  1.01
H  -2.40  2.80  -0.87
H  -0.78  3.11  -0.32
H  1.88  -1.24  2.09
H  1.24  1.97  4.02
H  1.87  0.45  4.05

Values from the calculation:
E   -1609.0022 Eh
Relative energy (zero: lowest compared OMol25 entry of this formula, charge and spin)   275.3 kJ/mol
Multiplicity   3
Expectation value of S²   2.04
Gap between HOMO and LUMO (alpha / beta)   5.341 / 4.336 eV
Max |F|   0.05408 Eh/bohr
Net charge   +1

[4]
Here is a structure of composition H10NaO6 at a distorted geometry from the Open Molecules 2025 dataset. Energies are from ωB97M-V/def2-TZVPD.

Geometry (Å):
Na  -0.43  0.54  0.05
O  -2.52  0.56  -1.05
H  -2.90  1.01  -1.80
O  1.66  -0.12  1.22
H  2.60  -0.18  1.09
O  -1.50  -0.64  2.11
H  -2.27  -0.87  1.57
H  -1.83  0.01  2.74
O  0.56  0.43  -2.52
H  0.07  -0.23  -3.03
H  1.45  0.08  -2.44
O  -0.84  -2.06  -0.57
H  -0.69  -2.95  -0.24
H  -1.53  -2.12  -1.25
O  2.64  2.58  1.31
H  3.31  2.21  1.88
H  2.23  1.75  0.91

Values from the calculation:
E   -619.7777 Eh
Relative energy (zero: lowest compared OMol25 entry of this formula, charge and spin)   114.3 kJ/mol
Gap between HOMO and LUMO   6.454 eV
Max |F|   0.02007 Eh/bohr
Net charge   -1

[5]
Here is the ion C5H8N with charge +1 at a distorted geometry from the Open Molecules 2025 dataset. Energies are from ωB97M-V/def2-TZVPD.

Geometry (Å):
C  2.48  0.01  -0.06
C  1.14  0.08  -0.05
C  0.36  -1.07  0.27
C  -1.02  -1.13  0.06
N  -1.85  -0.12  -0.32
C  -1.80  1.16  -0.09
H  3.12  0.79  -0.18
H  2.87  -0.93  0.23
H  0.66  1.09  -0.31
H  0.79  -1.89  0.64
H  -1.59  -2.04  0.37
H  -2.70  -0.43  -0.88
H  -1.05  1.72  0.48
H  -2.60  1.79  -0.44

Values from the calculation:
E   -249.7231 Eh
Relative energy (zero: lowest compared OMol25 entry of this formula, charge and spin)   267.9 kJ/mol
Gap between HOMO and LUMO (alpha / beta)   7.713 / 7.715 eV
Max |F|   0.12800 Eh/bohr
Net charge   +1